The following is a DFT calculation (the ωB97M-V functional and the def2-TZVPD basis) of a 4-piece molecular cluster, C2H13N2O3 overall.

```
! RIJCOSX wB97M-V def2-TZVPD def2/J DEFGRID3
* xyz 1 1
C -0.19870 -1.21023 2.66484
N 1.63463 -1.18587 -0.44789
C 0.63247 -0.84261 0.40204
N 0.61031 -1.56600 1.51949
H 0.24189 -1.21699 3.62736
H -0.92786 -2.06771 2.89422
H -0.84435 -0.24311 2.50604
H 1.86202 -2.22658 -0.49742
H 1.65750 -0.72181 -1.27268
H -0.32060 -0.21862 0.24154
H 1.21765 -2.34856 1.70893
H 0.65495 2.12325 -0.55370
H -0.80518 2.72651 -0.21627
O -0.27208 1.84162 -0.42438
H 0.85107 1.61915 -2.55723
H 2.07901 1.59448 -3.29576
O 1.65656 1.10643 -2.48656
H -3.81697 0.37280 -1.47895
H -2.46548 1.25551 -1.22010
O -3.44685 1.20836 -1.11353
*
```

For the molecular weight, the calculation gives 113.1 g mol⁻¹. For the HOMO-LUMO gap, the calculation gives 10.11 eV. The strongest force on any atom is 4.4 eV Å⁻¹. The relative energy (zero: lowest compared OMol25 entry of this formula, charge and spin) comes out at 49.9 kcal/mol. As for the LUMO energy: -4.03 eV.